No. 1
A cluster of 8 separate species, C21H59N10O13 in total in a non-equilibrium geometry. Source: OMol25; level of theory: ωB97M-V with the def2-TZVPD basis set.

Results
Net charge   -1
HOMO energy   -6.3372 eV
Gap between HOMO and LUMO   8.44 eV
LUMO energy   2.107 eV

Element x y z (Å)
1 N 1.108 0.901 -0.748
2 O 0.102 0.931 -1.496
3 O 2.018 0.055 -0.900
4 O 1.272 1.711 0.194
5 C -3.682 1.089 -1.513
6 O -4.831 1.252 -1.103
7 N -2.623 0.686 -0.738
8 N -3.362 1.238 -2.843
9 H -1.714 1.042 -1.049
10 H -2.723 0.618 0.259
11 H -2.422 1.069 -3.147
12 H -4.119 1.406 -3.475
13 C -2.307 -3.059 -1.731
14 O -3.510 -3.018 -1.480
15 N -1.447 -2.043 -1.452
16 N -1.786 -4.080 -2.497
17 H -0.477 -2.133 -1.732
18 H -1.784 -1.109 -1.228
19 H -2.479 -4.748 -2.779
20 H -0.812 -4.259 -2.647
21 C 5.973 2.330 0.424
22 O 6.523 3.432 0.481
23 N 4.631 2.173 0.222
24 N 6.713 1.175 0.239
25 H 4.184 1.354 -0.154
26 H 4.034 2.944 0.463
27 H 6.331 0.329 -0.138
28 H 7.668 1.148 0.537
29 C -5.810 4.228 -0.244
30 O -6.130 5.243 0.705
31 C -4.981 5.846 1.283
32 C -4.107 4.878 2.052
33 N -3.084 5.581 2.798
34 C -2.193 4.711 3.531
35 C -1.017 5.514 4.109
36 O -0.160 4.647 4.840
37 C 0.845 4.091 4.007
38 H -6.662 4.170 -0.915
39 H -5.646 3.268 0.248
40 H -4.883 4.412 -0.795
41 H -5.360 6.644 1.928
42 H -4.408 6.380 0.512
43 H -3.705 4.083 1.423
44 H -4.763 4.304 2.733
45 H -3.488 6.263 3.427
46 H -1.771 3.943 2.877
47 H -2.607 4.179 4.400
48 H -1.467 6.143 4.889
49 H -0.489 6.132 3.383
50 H 1.530 3.535 4.650
51 H 1.426 4.878 3.518
52 H 0.445 3.388 3.278
53 C 2.426 -4.794 2.098
54 O 1.567 -3.728 2.351
55 C 2.041 -2.461 1.990
56 C 0.920 -1.440 2.013
57 N 0.197 -1.643 3.269
58 C -0.813 -0.599 3.539
59 C -2.063 -0.681 2.637
60 O -3.250 -0.890 3.391
61 C -3.321 -2.206 3.889
62 H 2.342 -5.068 1.038
63 H 2.176 -5.665 2.698
64 H 3.465 -4.496 2.280
65 H 2.474 -2.538 0.980
66 H 2.858 -2.081 2.620
67 H 0.228 -1.566 1.164
68 H 1.340 -0.437 1.922
69 H -0.329 -2.506 3.188
70 H -0.297 0.360 3.498
71 H -1.182 -0.763 4.555
72 H -1.992 -1.420 1.831
73 H -2.200 0.302 2.178
74 H -4.082 -2.184 4.673
75 H -2.418 -2.564 4.396
76 H -3.630 -2.889 3.092
77 C 4.847 -4.647 -1.179
78 O 3.673 -4.004 -1.570
79 C 3.265 -4.314 -2.886
80 C 1.744 -4.153 -2.989
81 N 1.307 -2.763 -2.810
82 C 1.429 -1.850 -3.967
83 C 0.616 -2.257 -5.169
84 O 1.233 -3.278 -5.936
85 C 2.268 -2.815 -6.781
86 H 5.258 -4.168 -0.295
87 H 5.636 -4.625 -1.954
88 H 4.731 -5.737 -1.080
89 H 3.459 -5.346 -3.210
90 H 3.764 -3.615 -3.568
91 H 1.304 -4.696 -2.146
92 H 1.492 -4.579 -3.959
93 H 1.849 -2.372 -2.045
94 H 2.483 -1.630 -4.170
95 H 0.997 -0.949 -3.526
96 H 0.370 -1.330 -5.717
97 H -0.411 -2.554 -4.937
98 H 1.894 -2.339 -7.692
99 H 2.872 -3.694 -6.987
100 H 2.863 -2.056 -6.265
101 O 0.742 4.546 -0.763
102 H 0.596 3.588 -0.744
103 H 1.270 4.696 -1.552

Results of the Löwdin charge analysis, in e, for atoms 1 through 5: -0.58, -0.07, -0.05, -0.06, -0.64

No. 2
A cluster of 7 separate species, C21H60BF7N5O8S in total in a non-equilibrium geometry. Source: OMol25; level of theory: ωB97M-V with the def2-TZVPD basis set.

Results
Net charge   +2
HOMO energy (alpha / beta)   -6.3467 / -13.0139 eV
Gap between HOMO and LUMO (alpha / beta)   1.87 / 8.53 eV
2S+1   2
LUMO energy (alpha / beta)   -4.479 / -4.485 eV

Element x y z (Å)
1 B 5.934 20.350 5.516
2 F 5.401 20.679 6.702
3 F 6.646 19.191 5.796
4 F 4.887 20.084 4.575
5 F 6.801 21.334 5.124
6 C 2.290 21.986 3.443
7 C 3.299 23.122 3.237
8 C 2.620 24.516 3.453
9 O 1.976 24.452 4.700
10 C 1.450 25.656 5.182
11 N 4.453 23.032 4.216
12 H 3.996 23.236 5.093
13 H 4.831 22.108 4.062
14 H 5.040 23.848 4.116
15 H 1.569 22.109 2.634
16 H 1.737 21.965 4.383
17 H 2.793 21.021 3.501
18 H 3.897 23.050 2.328
19 H 1.993 24.788 2.604
20 H 3.442 25.222 3.335
21 H 2.262 26.382 5.148
22 H 0.928 25.418 6.109
23 H 0.689 26.114 4.550
24 C 8.848 21.764 9.203
25 C 7.295 21.742 9.159
26 C 6.475 21.845 10.553
27 O 6.616 20.605 11.182
28 C 6.232 20.569 12.486
29 N 6.828 22.884 8.219
30 H 7.462 23.667 8.290
31 H 6.756 22.600 7.252
32 H 5.913 23.280 8.381
33 H 9.288 21.395 8.276
34 H 9.211 21.138 10.018
35 H 9.203 22.788 9.323
36 H 6.873 20.881 8.640
37 H 5.430 22.084 10.356
38 H 6.894 22.654 11.151
39 H 5.151 20.432 12.466
40 H 6.761 21.229 13.174
41 H 6.691 19.665 12.887
42 C 2.515 17.990 6.476
43 C 1.004 18.007 6.049
44 C 1.022 18.357 4.524
45 O -0.239 18.428 3.971
46 C -0.280 19.146 2.794
47 N 0.322 16.711 6.321
48 H 0.904 15.979 5.941
49 H 0.231 16.497 7.304
50 H -0.588 16.654 5.886
51 H 3.172 18.840 6.289
52 H 2.967 17.097 6.045
53 H 2.579 17.742 7.536
54 H 0.518 18.777 6.648
55 H 1.711 17.706 3.986
56 H 1.493 19.337 4.452
57 H 0.050 20.180 2.895
58 H -1.192 19.075 2.201
59 H 0.443 18.834 2.040
60 C 9.686 15.884 13.275
61 C 9.356 15.820 11.771
62 C 8.540 17.061 11.351
63 O 8.219 17.079 9.953
64 C 7.704 18.297 9.358
65 N 10.739 15.801 11.013
66 H 10.916 16.661 10.514
67 H 11.556 15.696 11.597
68 H 10.588 14.998 10.420
69 H 9.997 14.851 13.433
70 H 8.884 16.116 13.975
71 H 10.343 16.726 13.491
72 H 8.868 14.862 11.594
73 H 9.204 17.877 11.636
74 H 7.639 17.262 11.932
75 H 7.747 18.200 8.274
76 H 8.342 19.153 9.581
77 H 6.723 18.456 9.805
78 C 10.364 19.833 2.471
79 C 9.230 18.963 3.103
80 C 9.320 17.418 3.191
81 O 10.404 17.119 4.094
82 C 10.749 15.764 4.200
83 N 9.029 19.507 4.551
84 H 9.660 19.071 5.208
85 H 9.063 20.512 4.645
86 H 8.132 19.248 4.937
87 H 11.216 19.707 3.139
88 H 10.071 20.861 2.258
89 H 10.732 19.500 1.501
90 H 8.292 19.285 2.649
91 H 9.366 17.073 2.159
92 H 8.414 16.893 3.494
93 H 11.373 15.571 5.072
94 H 11.315 15.500 3.306
95 H 9.885 15.100 4.217
96 C 2.172 21.354 8.196
97 F 3.157 20.584 8.515
98 F 1.744 20.924 7.072
99 F 1.245 21.257 9.173
100 S 2.785 23.152 8.096
101 O 3.559 23.483 9.281
102 O 3.634 23.287 6.920
103 O 1.624 23.986 7.991

Results of the Löwdin charge analysis, in e, for atoms 1 through 5: -1.39, 0.18, 0.12, 0.09, 0.15

No. 3
A cluster of 7 separate species, C21H60N6O7 in total in a non-equilibrium geometry. Source: OMol25; level of theory: ωB97M-V with the def2-TZVPD basis set.

Results
HOMO energy   -8.9519 eV
Gap between HOMO and LUMO   9.42 eV
LUMO energy   0.473 eV

Element x y z (Å)
1 C -3.300 2.206 1.533
2 O -2.957 0.959 0.954
3 C -4.098 0.142 0.729
4 C -4.736 -0.424 1.991
5 C -3.766 -1.357 2.732
6 N -5.990 -1.130 1.676
7 H -3.846 2.890 0.868
8 H -2.385 2.790 1.648
9 H -3.871 2.005 2.435
10 H -4.925 0.662 0.229
11 H -3.873 -0.710 0.083
12 H -4.960 0.385 2.687
13 H -4.174 -1.688 3.685
14 H -2.859 -0.790 2.949
15 H -3.527 -2.218 2.106
16 H -5.809 -1.789 0.918
17 H -6.634 -0.496 1.205
18 C 0.017 4.834 -4.043
19 O -0.384 4.789 -2.685
20 C -0.476 3.481 -2.115
21 C -1.427 2.548 -2.856
22 C -2.819 3.155 -2.973
23 N -1.551 1.321 -2.039
24 H 0.053 3.919 -4.632
25 H 1.032 5.250 -4.048
26 H -0.618 5.605 -4.486
27 H 0.524 3.042 -2.076
28 H -0.885 3.604 -1.110
29 H -0.983 2.223 -3.799
30 H -3.144 3.512 -1.996
31 H -3.544 2.453 -3.393
32 H -2.869 3.961 -3.715
33 H -1.907 1.580 -1.131
34 H -1.985 0.595 -2.588
35 C 1.012 1.978 1.599
36 O 1.574 3.247 1.340
37 C 0.710 4.294 1.698
38 C 1.372 5.649 1.449
39 C 1.462 6.120 -0.004
40 N 2.794 5.643 1.905
41 H 1.530 1.271 0.948
42 H -0.041 1.855 1.339
43 H 1.198 1.635 2.620
44 H -0.297 4.192 1.269
45 H 0.551 4.169 2.784
46 H 0.822 6.460 1.937
47 H 2.038 5.406 -0.599
48 H 1.848 7.134 -0.033
49 H 0.488 6.096 -0.506
50 H 2.830 5.258 2.850
51 H 3.076 4.821 1.365
52 C 4.844 -0.676 1.778
53 O 4.135 -1.840 1.377
54 C 5.079 -2.917 1.265
55 C 4.403 -4.242 1.651
56 C 4.034 -4.358 3.119
57 N 5.354 -5.312 1.332
58 H 5.394 -0.926 2.686
59 H 4.199 0.176 2.018
60 H 5.377 -0.272 0.908
61 H 5.500 -2.940 0.256
62 H 5.948 -2.805 1.922
63 H 3.513 -4.372 1.035
64 H 3.576 -3.454 3.518
65 H 4.874 -4.645 3.757
66 H 3.336 -5.178 3.302
67 H 6.204 -5.305 1.885
68 H 5.724 -5.365 0.391
69 N 1.103 -2.164 1.067
70 C 0.125 -1.337 1.560
71 N -0.633 -0.734 0.629
72 O 0.201 -0.973 2.736
73 H 1.083 -2.530 0.132
74 H 1.502 -2.745 1.785
75 H -0.343 -0.807 -0.330
76 H -1.323 -0.042 0.878
77 C -0.203 -1.674 -4.235
78 C -1.718 -1.999 -4.480
79 O -2.465 -0.973 -3.868
80 H 0.173 -0.906 -4.905
81 H 0.361 -2.602 -4.386
82 H -0.111 -1.517 -3.163
83 H -1.954 -2.948 -3.996
84 H -1.901 -2.101 -5.555
85 H -2.415 -0.229 -4.482
86 C 0.070 -5.343 0.554
87 C -0.376 -6.165 -0.625
88 O -1.245 -5.386 -1.489
89 H 0.232 -5.977 1.427
90 H -0.604 -4.521 0.789
91 H 1.041 -4.881 0.362
92 H -0.979 -7.018 -0.308
93 H 0.490 -6.517 -1.189
94 H -1.894 -6.017 -1.808

Results of the Löwdin charge analysis, in e, for atoms 1 through 5: -0.07, -0.24, -0.21, -0.45, -0.05